Entry 1:
DFT (wB97M-V/def2-TZVPD) results for 2 unconnected molecules or ions with the total composition C8H17N3 in a non-equilibrium geometry.

Calculated values
**Total charge**: +2
**Gap between HOMO and LUMO**: 8.665 eV
**ΔE to the lowest compared entry with this formula, charge and spin**: 95.9 kcal per mole
**Highest occupied orbital energy**: -15.52 eV

The geometry in XYZ format:
```
28
Properties=species:S:1:pos:R:3:lowdin_charge:R:1
C 0.6908 3.0461 -0.5267 0.0884
C -1.6713 -0.4513 -0.0147 -0.0695
C 0.0583 2.2044 -1.0900 0.0260
C -0.6115 -1.2249 -0.5808 -0.0480
C -2.9704 -0.5631 -0.3813 -0.0614
C 0.7384 -1.0344 -0.4999 -0.2556
C 1.3983 -0.2392 1.8839 0.0195
C 2.9230 0.1029 0.0124 0.0203
N 1.4799 -1.8731 -1.2314 0.1976
N -3.9780 0.2231 0.2395 0.1977
N 1.4584 -0.0542 0.4213 -0.1377
H 1.4504 3.7365 -0.3555 0.0453
H -1.2858 0.2832 0.6975 0.1194
H -0.7488 1.5804 -1.3251 0.0258
H -0.8390 -1.9494 -1.2131 0.0797
H -3.2210 -1.1479 -1.1576 0.1019
H 0.4534 -0.8110 2.0468 0.1137
H 2.1525 -0.9755 2.1043 0.0932
H 1.5731 0.8198 2.4667 0.1906
H 3.2902 -0.1267 -1.0495 0.1406
H 3.1062 1.2103 0.2098 0.1326
H 3.4181 -0.6068 0.6630 0.0948
H 2.4144 -1.9805 -0.9894 0.0935
H 0.8352 -2.4554 -1.7600 0.1505
H -3.6657 0.9115 0.8751 0.1558
H -4.7333 -0.1961 0.8208 0.2063
H -4.6059 0.8295 -0.2912 0.1910
H 0.8902 0.7419 0.0251 0.0881
```



Entry 2:
DFT (wB97M-V/def2-TZVPD) results for a single C8H17NO molecule in a non-equilibrium geometry.

Calculated values
**Total charge**: 0
**Gap between HOMO and LUMO**: 8.158 eV
**ΔE to the lowest compared entry with this formula, charge and spin**: 63.3 kcal per mole
**Highest occupied orbital energy**: -7.49 eV

The geometry in XYZ format:
```
27
Properties=species:S:1:pos:R:3:lowdin_charge:R:1
C 1.6366 0.8474 -1.7626 -0.0443
C 0.4097 0.8743 -0.8528 -0.5408
C -0.8493 0.9998 -1.7040 -0.0416
C 0.5125 1.9601 0.2068 -0.0340
N 0.4204 -0.5172 -0.1314 0.0431
C -0.5840 -2.0177 -0.3598 -0.3023
O 0.0011 -3.0502 -0.5935 -0.0277
C -0.3565 -0.9936 0.9926 -0.4531
C 0.4898 -1.5719 2.1033 -0.0316
C -1.6630 -0.3816 1.4319 -0.0473
H 2.5585 0.8668 -1.1790 0.0846
H 1.6421 1.7133 -2.4224 0.0871
H 1.6339 -0.0523 -2.3775 0.0920
H -0.8227 1.9376 -2.2607 0.0883
H -0.9081 0.1710 -2.4105 0.0880
H -1.7553 1.0049 -1.1020 0.0655
H -0.3381 1.8502 0.8961 0.0723
H 1.4040 1.8627 0.8248 0.0855
H 0.5168 2.9463 -0.2478 0.0862
H 1.3790 -0.8280 -0.0498 0.1346
H -1.5186 -1.7263 -0.8611 0.1234
H 0.9954 -2.5236 1.8000 0.0961
H 1.2728 -0.8809 2.3908 0.0730
H -0.0837 -1.8069 2.9877 0.0740
H -1.4779 0.4258 2.1414 0.0748
H -2.2404 0.0261 0.6057 0.0603
H -2.2750 -1.1358 1.9339 0.0936
```



Entry 3:
DFT (wB97M-V/def2-TZVPD) results for 2 unconnected molecules or ions with the total composition C8H17NO in a non-equilibrium geometry.

Calculated values
**Total charge**: 0
**Gap between HOMO and LUMO**: 10.118 eV
**ΔE to the lowest compared entry with this formula, charge and spin**: 110.9 kcal per mole
**Highest occupied orbital energy**: -9.33 eV

The geometry in XYZ format:
```
27
Properties=species:S:1:pos:R:3:lowdin_charge:R:1
C 2.5455 0.8159 1.3491 -0.0885
N 1.5729 1.1581 0.3824 -0.0757
C 1.6118 0.5064 -0.8143 -0.6033
C 0.3719 0.7850 -1.6958 0.0252
O 2.4957 -0.2271 -1.1818 0.0716
H 3.2620 0.0972 0.8516 0.1103
H 3.0786 1.7040 1.7041 0.0835
H 2.2120 0.2562 2.2617 0.0901
H 0.7926 1.8512 0.4803 0.1509
H -0.4274 1.3016 -1.1160 0.0657
H -0.0324 -0.1945 -1.9132 0.0420
H 0.6572 1.2156 -2.6507 0.0982
C -1.0712 0.3033 1.0602 -0.2536
C -2.0000 0.3346 -0.0389 -0.2614
C -1.8856 -0.9853 -0.9403 -0.1721
C -0.8416 -1.8191 -0.0317 -0.1711
C -0.0165 -0.7605 0.8462 -0.1667
H -0.6414 1.2542 1.3385 0.0932
H -1.7228 0.0482 1.9791 0.1464
H -1.9179 1.2243 -0.5666 0.0408
H -3.2512 0.5049 0.1497 0.1752
H -1.5024 -0.9504 -2.1105 0.1348
H -2.7977 -1.7309 -0.9212 0.1149
H -0.1999 -2.3843 -0.7432 0.0952
H -1.3547 -2.7416 0.4318 0.1118
H 0.6986 -0.4183 0.1090 0.0296
H 0.3637 -1.1491 1.7806 0.1131
```



Entry 4:
DFT (wB97M-V/def2-TZVPD) results for 2 unconnected molecules or ions with the total composition C8H17NO.

Calculated values
**Total charge**: 0
**Gap between HOMO and LUMO**: 10.474 eV
**ΔE to the lowest compared entry with this formula, charge and spin**: 14.9 kcal per mole
**Highest occupied orbital energy**: -9.66 eV

The geometry in XYZ format:
```
27
Properties=species:S:1:pos:R:3:lowdin_charge:R:1
C 1.5011 4.1023 0.2060 -0.0745
N 1.6834 2.7245 -0.2072 -0.0215
C 2.1488 1.7882 0.6655 -0.5606
C 2.2893 0.3919 0.0972 -0.0091
O 2.4291 2.0746 1.8258 0.0313
H 1.1190 4.6863 -0.6481 0.0903
H 2.4558 4.5451 0.5360 0.0940
H 0.7755 4.1735 1.0336 0.0733
H 1.4609 2.4464 -1.1662 0.1457
H 2.9965 0.3787 -0.7491 0.0864
H 2.6709 -0.2790 0.8851 0.0940
H 1.3161 0.0072 -0.2515 0.0761
C -0.0740 1.5328 4.2562 -0.2037
C 0.4564 0.3579 3.4340 -0.2154
C -0.4555 0.3714 2.2006 -0.1919
C -0.7308 1.8723 1.9246 -0.1848
C -0.2650 2.6262 3.1974 -0.2080
H 0.5988 1.8398 5.0800 0.1117
H -1.0492 1.2586 4.7025 0.1111
H 0.4401 -0.6078 3.9750 0.1095
H 1.5035 0.5598 3.1371 0.0904
H -1.4027 -0.1450 2.4487 0.1084
H -0.0087 -0.1453 1.3295 0.0805
H -1.8076 2.0429 1.7324 0.1065
H -0.1707 2.2228 1.0365 0.0682
H 0.7090 3.1170 3.0080 0.0859
H -0.9810 3.4095 3.5124 0.1063
```



Entry 5:
DFT (wB97M-V/def2-TZVPD) results for a single C8H17NO3 molecule in a non-equilibrium geometry.

Calculated values
**Total charge**: 0
**Gap between HOMO and LUMO**: 10.052 eV
**ΔE to the lowest compared entry with this formula, charge and spin**: 5.2 kcal per mole
**Highest occupied orbital energy**: -9.14 eV

The geometry in XYZ format:
```
29
Properties=species:S:1:pos:R:3:lowdin_charge:R:1
C 4.5470 -0.7319 0.9233 -0.0817
C 3.9455 -0.1050 -0.3386 -0.1391
C 2.4766 -0.4316 -0.5295 -0.4660
O 1.9200 -1.4074 -0.0739 0.1253
O 1.8382 0.4633 -1.3577 -0.0363
C 0.8716 1.2679 -0.6570 -0.1744
C -0.5055 0.6249 -0.6576 -0.1442
C -1.4493 1.2947 0.3323 -0.2184
O -2.7891 1.2533 -0.1308 -0.1442
C -3.6429 0.3741 0.5690 -0.2336
C -3.2010 -1.0756 0.5432 -0.2608
N -3.0842 -1.5947 -0.8275 0.0119
H 4.6742 0.0268 1.6901 0.0709
H 3.9075 -1.5212 1.3035 0.0684
H 5.5191 -1.1622 0.6999 0.0694
H 4.4435 -0.4843 -1.2321 0.1246
H 4.0396 0.9778 -0.3585 0.1145
H 0.8384 2.2063 -1.2060 0.1293
H 1.2278 1.4782 0.3545 0.1327
H -0.9409 0.7680 -1.6479 0.1260
H -0.4366 -0.4508 -0.5118 0.1052
H -1.3593 0.8723 1.3327 0.1244
H -1.1761 2.3514 0.4152 0.1242
H -4.6011 0.4244 0.0480 0.1227
H -3.8279 0.7165 1.5924 0.1206
H -3.9445 -1.6468 1.1023 0.1121
H -2.2517 -1.2095 1.0656 0.0974
H -3.6924 -2.3884 -0.9419 0.0574
H -3.3466 -0.8904 -1.5012 0.0618
```



Entry 6:
DFT (wB97M-V/def2-TZVPD) results for a single C8H17NO5S molecule in a non-equilibrium geometry.

Calculated values
**Total charge**: 0
**Gap between HOMO and LUMO**: 9.315 eV
**ΔE to the lowest compared entry with this formula, charge and spin**: 64.2 kcal per mole
**Highest occupied orbital energy**: -9.12 eV

The geometry in XYZ format:
```
32
Properties=species:S:1:pos:R:3:lowdin_charge:R:1
C 1.4705 -2.2556 0.7452 -0.1177
N 2.4709 -1.1374 0.6043 -0.1395
C 2.9859 -1.0620 -0.8099 -0.1262
C 1.9428 -0.2489 -1.7057 -0.3437
O 2.1368 -0.1562 -2.9469 0.0714
O 0.8323 0.4015 -1.0823 -0.0932
C 1.2134 1.7038 -0.5589 -0.1792
C 0.8109 1.7831 0.9878 -0.1733
C -0.6317 1.1781 1.3437 -0.1902
C -1.8034 1.5647 0.3238 -0.2015
C -3.0105 0.4788 0.3991 -0.2170
S -2.7090 -0.9801 -0.7444 0.7392
O -1.9073 -2.0333 0.0036 -0.3540
O -1.9676 -0.5865 -1.9860 -0.3273
O -4.2055 -1.6755 -1.1530 -0.2055
H 1.8064 -3.0115 1.5496 0.0896
H 1.2732 -2.8191 -0.2265 0.0958
H 0.4767 -1.8144 1.1185 0.0574
H 3.2654 -1.2801 1.2478 0.1012
H 3.9588 -0.4502 -0.8038 0.1355
H 3.2629 -2.0935 -1.2284 0.1326
H 2.3100 1.9226 -0.7813 0.1360
H 0.6120 2.5354 -1.0955 0.1321
H 0.9655 2.8455 1.4185 0.1181
H 1.5796 1.1301 1.5540 0.1015
H -0.5069 0.0604 1.5299 0.0948
H -0.9259 1.6345 2.3663 0.1203
H -2.2301 2.5961 0.5928 0.1233
H -1.4967 1.6108 -0.7727 0.1007
H -3.1755 0.1184 1.4825 0.1242
H -3.9809 0.9982 0.0804 0.1026
H -4.8230 -0.9577 -1.4524 0.0919
```